No. 1
Density functional theory data (the ωB97M-V functional and the def2-TZVPD basis) for C3H9P as an isolated structure at a distorted geometry.

Structure (XYZ):
```
13
Properties=species:S:1:pos:R:3:lowdin_charge:R:1
C -1.67 -1.18 -0.17 -0.3509
C 2.01 -0.50 -0.09 -0.1625
C -0.88 1.53 -0.02 -0.2923
P -0.31 -0.18 0.20 0.7469
H -2.06 -0.82 -1.20 0.0030
H -1.28 -2.19 -0.16 -0.0499
H 1.89 -1.62 0.08 -0.0016
H 2.74 -0.23 -0.90 -0.0036
H 2.25 0.05 0.85 -0.0224
H -0.79 1.78 -1.10 0.0499
H -1.81 1.53 0.54 0.0350
H -0.08 2.23 0.44 0.0654
H -0.01 -0.41 1.52 -0.0171
```

Charge: 0
Energy above the lowest of the compared OMol25 structures with the same formula, charge and spin: 54.4 kcal per mole
LUMO level: 0.74 eV
E_tot: -460.90811 Eh

---

No. 2
Density functional theory data (the ωB97M-V functional and the def2-TZVPD basis) for a 2-piece molecular cluster, CH3O2S overall at a distorted geometry.

Structure (XYZ):
```
7
Properties=species:S:1:pos:R:3:lowdin_charge:R:1
O -1.69 -1.74 0.83 -0.0147
C -0.82 -0.96 0.53 -0.5101
O -0.97 0.34 0.46 -0.0730
H 0.19 -1.31 0.25 0.0931
H -0.08 0.70 -0.06 -0.1172
S 1.66 0.90 -0.69 0.0143
H 1.73 2.08 -1.31 -0.3924
```

Charge: -1
Energy above the lowest of the compared OMol25 structures with the same formula, charge and spin: 1.5 kcal per mole
LUMO level: 4.19 eV
E_tot: -588.64016 Eh

---

No. 3
Density functional theory data (the ωB97M-V functional and the def2-TZVPD basis) for a 8-piece molecular cluster, C20H48BF4N3O4 overall at a distorted geometry.

Structure (XYZ):
```
80
Properties=species:S:1:pos:R:3:lowdin_charge:R:1
C -3.55 2.66 6.05 -0.1655
C -2.68 2.80 4.85 -0.2762
C -2.84 1.60 3.78 -0.1664
N -2.29 1.82 2.51 -0.3031
C -0.82 2.06 2.48 0.0149
C -2.96 2.85 1.65 -0.0819
C -3.57 2.21 0.37 -0.0867
C -3.70 0.71 0.84 -0.1133
C -2.48 0.56 1.67 -0.1039
H -3.29 1.83 6.75 0.0774
H -4.77 2.53 5.77 0.1424
H -3.35 3.57 6.72 0.0937
H -1.49 2.88 5.18 0.1561
H -2.69 3.88 4.36 0.1358
H -4.01 1.55 3.65 0.1709
H -2.52 0.62 4.16 0.1504
H -0.68 2.30 1.48 0.0886
H -0.15 1.30 2.88 0.1308
H -0.53 2.98 3.01 0.1094
H -2.24 3.63 1.50 0.1183
H -3.59 3.30 2.48 0.1397
H -3.02 2.45 -0.54 0.1140
H -4.49 2.62 -0.04 0.1117
H -3.68 0.17 -0.02 0.0544
H -4.67 0.54 1.42 0.1510
H -1.57 0.59 0.99 0.1439
H -2.26 -0.27 2.19 0.1010
B 1.23 -0.38 -0.22 -1.5033
F 0.75 -0.19 1.12 0.0834
F 1.55 -1.65 -0.26 0.2077
F 0.12 -0.18 -0.98 0.1791
F 2.22 0.41 -0.52 0.2616
C 2.70 -4.40 -0.36 -0.0506
C 2.13 -5.88 -0.62 -0.2923
N 1.72 -6.90 -0.82 0.0850
H 3.82 -4.35 -0.18 0.0875
H 2.46 -3.94 -1.47 0.1267
H 2.11 -4.30 0.56 0.0555
C -2.31 -1.01 -3.27 -0.0123
C -3.58 -1.44 -2.47 -0.2050
N -4.41 -1.96 -1.80 0.1129
H -2.58 -0.04 -3.44 0.0390
H -1.50 -0.82 -2.69 0.0114
H -2.10 -1.65 -4.07 0.0776
C 4.03 -1.67 -4.41 -0.0879
C 3.22 -1.32 -3.26 -0.3999
O 3.66 -1.63 -1.99 -0.0343
H 4.67 -0.88 -4.38 0.0328
H 3.31 -1.71 -5.37 0.1366
H 4.56 -2.64 -4.51 0.0919
H 2.13 -1.71 -3.39 0.1328
H 2.84 -0.26 -3.17 0.1251
H 2.93 -1.42 -1.52 -0.0273
C 0.25 3.27 -4.53 -0.0725
C 0.09 2.34 -3.23 -0.2548
O 0.30 0.99 -3.69 -0.0726
H 0.22 4.35 -3.99 0.1079
H -0.16 3.09 -5.48 0.0225
H 1.42 3.16 -4.93 0.1147
H -0.94 2.40 -3.09 0.0700
H 0.62 2.52 -2.40 0.0705
H 0.45 0.64 -2.86 -0.0165
C -2.67 -3.72 1.01 -0.1073
C -1.55 -3.00 0.30 -0.3239
O -0.44 -2.67 1.11 -0.0825
H -2.48 -4.63 1.58 0.0679
H -3.36 -4.10 0.34 0.0235
H -3.27 -2.98 1.75 0.1144
H -2.03 -1.98 -0.16 0.1163
H -1.18 -3.62 -0.60 0.1343
H 0.21 -2.16 0.67 -0.0068
C 6.64 0.19 1.30 -0.0569
C 5.73 0.51 0.08 -0.3134
O 4.58 1.30 0.34 -0.0966
H 6.65 1.30 1.84 0.1343
H 7.54 -0.24 1.22 0.0066
H 6.11 -0.45 1.94 0.0441
H 5.39 -0.41 -0.18 0.0502
H 6.32 0.94 -0.73 0.1106
H 3.80 1.13 -0.26 0.0742
```

Charge: 0
Energy above the lowest of the compared OMol25 structures with the same formula, charge and spin: 1.4 kcal per mole
LUMO level: -0.25 eV
E_tot: -1680.19152 Eh

---

No. 4
Density functional theory data (the ωB97M-V functional and the def2-TZVPD basis) for a 2-piece molecular cluster, C16H23BCl2N2O4 overall at a distorted geometry.

Structure (XYZ):
```
48
Properties=species:S:1:pos:R:3:lowdin_charge:R:1
C -4.34 -0.53 -1.06 -0.0544
B -3.15 0.54 -0.59 -0.3550
O -3.61 1.97 -0.48 0.0126
C -1.58 0.14 -0.29 0.0497
C -0.38 1.15 -0.85 0.0019
C -0.69 2.52 -1.74 -0.0949
C -1.28 2.13 -3.25 -0.2980
C -0.97 0.61 -3.80 -0.0647
N -1.99 3.03 -4.03 0.0773
C 1.21 0.81 -0.55 0.0096
C 2.49 1.73 -1.04 -0.2513
O 2.73 2.92 -0.43 -0.0056
O 3.36 1.20 -2.11 0.0246
C 1.56 -0.56 0.29 0.0776
C 0.29 -1.49 0.77 0.0578
N -1.18 -1.12 0.49 -0.0971
C -2.20 -2.14 1.03 -0.5798
Cl -3.02 -2.05 2.69 0.5865
C -2.51 -3.28 0.09 -0.5171
C -3.57 -4.49 0.38 -0.1261
Cl -1.62 -3.36 -1.58 0.5449
H -5.06 0.08 -1.78 0.0971
H -4.96 -0.84 -0.10 0.0959
H -3.92 -1.49 -1.59 0.0485
H -3.08 2.45 0.23 0.1096
H 0.28 3.16 -1.95 0.1333
H -1.42 3.23 -1.15 0.1233
H -1.58 -0.13 -3.09 0.0713
H -1.41 0.43 -4.89 0.0983
H 0.15 0.28 -3.72 0.0831
H -2.07 3.93 -3.48 0.0494
H 2.93 0.38 -2.53 0.1297
H 2.68 -0.90 0.52 0.1340
H 0.57 -2.49 1.35 0.1523
H -4.68 -4.07 0.26 0.1064
H -3.43 -5.35 -0.43 0.0943
H -3.40 -4.94 1.46 0.0930
C 3.62 -0.14 4.00 -0.0949
C 4.95 0.17 3.30 -0.6989
C 4.93 1.62 2.78 -0.0904
O 5.05 -0.63 2.25 -0.2070
H 2.75 -0.02 3.33 0.0492
H 3.60 -1.16 4.40 0.0642
H 3.47 0.54 4.85 0.0619
H 5.72 0.15 4.08 0.1126
H 4.11 1.80 2.07 0.0543
H 5.87 1.89 2.29 0.0694
H 4.79 2.32 3.62 0.0614
```

Charge: 0
LUMO level: -3.17 eV
E_tot: -1978.58522 Eh

---

No. 5
Density functional theory data (the ωB97M-V functional and the def2-TZVPD basis) for C10H20AsClF12N2O5S2Ti as an isolated structure at a distorted geometry.

Structure (XYZ):
```
54
Properties=species:S:1:pos:R:3:lowdin_charge:R:1
Ti -1.06 -1.09 2.13 0.4424
Cl -0.79 -2.42 4.55 -0.3905
C 0.60 1.47 4.20 -0.6863
F -0.61 0.95 4.27 0.1169
F 0.51 2.74 4.63 0.1354
F 1.43 0.82 4.98 0.1744
S 1.15 1.52 2.39 0.6535
O 0.23 2.42 1.75 -0.2872
O 2.51 2.04 2.45 -0.3012
N 0.98 -0.09 1.92 -0.3997
S 2.45 -0.59 1.62 0.6014
O 3.06 0.07 0.48 -0.3229
O 3.24 -0.89 2.78 -0.2535
C 2.12 -2.33 1.01 -0.6524
F 3.27 -2.98 0.94 0.1481
F 1.26 -2.97 1.79 0.1291
F 1.63 -2.32 -0.27 0.0755
C 2.50 2.29 -1.71 -0.0451
C 2.16 0.85 -2.00 -0.1765
N 0.69 0.57 -2.22 -0.2464
C 0.16 1.46 -3.30 0.0185
C 0.50 -0.87 -2.64 -0.1550
C 1.48 -1.42 -3.67 -0.0511
C -0.10 0.87 -0.98 -0.0932
C -1.53 0.35 -0.93 -0.1612
O -1.37 -0.95 -0.38 -0.3069
C -2.36 -1.93 -0.68 -0.0860
H 2.40 2.95 -2.58 0.0759
H 3.55 2.33 -1.42 0.0973
H 1.93 2.65 -0.86 0.0830
H 2.60 0.17 -1.26 0.0902
H 2.61 0.56 -2.95 0.1130
H 0.28 2.49 -2.98 0.1021
H -0.84 1.14 -3.57 0.1047
H 0.82 1.37 -4.16 0.1050
H -0.55 -1.03 -2.89 0.1222
H 0.58 -1.42 -1.70 0.1077
H 1.63 -0.79 -4.55 0.0745
H 1.05 -2.37 -3.98 0.0890
H 2.45 -1.58 -3.21 0.0820
H -0.07 1.94 -0.83 0.1251
H 0.39 0.36 -0.14 0.0950
H -2.09 0.37 -1.87 0.1247
H -2.12 0.96 -0.24 0.1367
H -3.29 -1.74 -0.13 0.0762
H -1.94 -2.90 -0.45 0.0886
H -2.59 -1.94 -1.76 0.0858
As -4.45 -0.16 2.66 0.7635
F -2.74 0.24 2.28 -0.3507
F -4.82 -0.04 0.93 -0.2777
F -6.12 -0.49 2.98 -0.2506
F -3.96 -0.35 4.31 -0.2395
F -4.77 1.53 2.88 -0.2489
F -4.06 -1.82 2.35 -0.2547
```

Charge: -1
Energy above the lowest of the compared OMol25 structures with the same formula, charge and spin: 0.0 kcal per mole
LUMO level (spin up / spin down): 1.49 / 1.48 eV
E_tot: -6419.05040 Eh
⟨S²⟩: 3.752
2S+1: 4

---

No. 6
Density functional theory data (the ωB97M-V functional and the def2-TZVPD basis) for an isolated ion of composition C8H17N4 and charge +1 at a distorted geometry.

Structure (XYZ):
```
29
Properties=species:S:1:pos:R:3:lowdin_charge:R:1
C 1.28 2.20 -0.30 -0.1136
C 1.32 0.97 0.59 -0.2616
C 1.57 -0.16 -0.40 -0.1443
C 1.49 -1.63 0.26 -0.3347
C 2.05 -2.71 -0.68 -0.0628
N 0.24 -2.15 0.75 0.1357
C -0.94 -1.71 0.76 -0.1127
N -1.44 -0.43 0.34 -0.0398
N -1.35 -0.02 -0.91 0.1643
N -2.07 1.06 -1.14 0.0709
C -2.90 1.47 0.00 -0.0776
C -2.42 0.52 1.08 -0.0378
H 1.31 3.17 0.23 0.0884
H 0.33 2.06 -0.91 0.0601
H 2.13 2.29 -1.01 0.0927
H 0.42 0.92 1.10 0.0542
H 2.07 1.21 1.27 0.0956
H 2.62 -0.15 -0.76 0.1364
H 0.77 -0.01 -1.07 0.0556
H 2.26 -1.65 1.06 0.1558
H 1.71 -2.74 -1.70 0.0709
H 3.06 -2.62 -0.93 0.0547
H 1.80 -3.73 -0.23 0.1116
H -1.74 -2.33 1.15 0.1381
H -2.00 1.67 -1.90 0.1529
H -3.87 1.01 -0.24 0.1351
H -2.87 2.50 0.12 0.1169
H -1.70 1.09 1.74 0.1367
H -3.14 -0.08 1.73 0.1584
```

SMILES string: CCC[C@H](C)/N=C\[N+]1=NNCC1
Charge: +1
Energy above the lowest of the compared OMol25 structures with the same formula, charge and spin: 84.2 kcal per mole
LUMO level: -4.90 eV
E_tot: -533.65500 Eh